(1)
Formula: C11H21F3N3O2
Source: OMol25
Level of theory: ωB97M-V/def2-TZVPD

XYZ file:
```
40
Properties=species:S:1:pos:R:3:forces:R:3
C -4.706 2.412 0.653 -0.120 0.246 0.112
C -3.578 2.834 1.626 -0.094 -0.175 0.045
C -3.703 2.170 3.013 -0.125 0.171 -0.056
C -2.163 2.666 1.051 0.189 0.118 0.158
C -1.532 1.270 1.117 -0.206 0.021 -0.002
C -2.298 0.135 0.403 0.004 -0.265 -0.092
N -1.556 -0.035 -0.868 0.063 0.145 0.512
C -0.392 0.628 -0.774 0.294 0.040 -0.087
N 0.494 0.672 -1.753 0.085 -0.394 0.152
N -0.245 1.307 0.374 -0.401 -0.323 0.085
H -4.332 1.997 -0.285 -0.026 0.003 0.023
H -5.310 3.277 0.373 0.021 -0.051 0.008
H -5.391 1.699 1.114 0.087 -0.073 -0.100
H -3.709 3.906 1.781 0.214 -0.014 -0.019
H -2.734 2.070 3.508 -0.051 0.009 0.026
H -4.178 1.188 2.952 0.170 -0.039 0.008
H -4.322 2.780 3.671 -0.051 -0.102 -0.044
H -2.110 3.044 0.024 -0.096 -0.117 0.013
H -1.489 3.301 1.638 -0.033 0.030 -0.103
H -1.350 0.987 2.152 0.053 0.047 -0.046
H -3.328 0.394 0.190 0.034 0.014 0.051
H -2.287 -0.799 0.970 0.076 0.064 -0.004
H -1.508 -0.966 -1.259 -0.264 0.173 -0.416
H 1.348 1.196 -1.651 -0.025 0.039 -0.054
H 0.344 0.140 -2.595 0.079 0.054 -0.042
H 0.629 1.213 0.871 0.104 0.397 -0.114
C 3.100 -2.754 -3.062 0.038 -0.109 0.072
C 3.448 -1.829 -1.915 -0.087 0.118 -0.195
O 3.862 -2.562 -0.750 0.019 -0.002 0.069
C 5.140 -2.944 -0.735 -0.053 0.006 0.057
O 5.953 -2.734 -1.578 0.046 -0.017 -0.036
C 5.448 -3.675 0.592 0.015 -0.011 -0.033
F 4.482 -4.547 0.898 0.056 0.021 -0.001
F 5.525 -2.772 1.581 -0.005 -0.047 -0.025
F 6.601 -4.319 0.508 -0.071 0.045 0.028
H 2.348 -3.480 -2.754 -0.023 0.023 -0.012
H 2.713 -2.179 -3.905 0.011 0.014 -0.002
H 3.981 -3.296 -3.401 0.014 0.033 -0.017
H 2.573 -1.271 -1.580 0.001 -0.036 0.048
H 4.228 -1.121 -2.196 0.061 -0.056 0.033
```
Forces are in eV/Å.

Calculated values
charge	+1
molecular weight	284.30	g mol⁻¹
gap between HOMO and LUMO	10.32	eV
E_HOMO	-13.56	eV

Here are the Mulliken charges for atoms 1 to 6, given in e: -1.493 0.806 -1.483 -1.376 0.439 -0.667

=====

(2)
Formula: C11H21FN4O8
Source: OMol25
Level of theory: ωB97M-V/def2-TZVPD

XYZ file:
```
45
Properties=species:S:1:pos:R:3:forces:R:3
C 4.572 -0.792 -0.417 -0.572 -0.255 -1.405
C 3.041 -0.232 -0.506 2.136 -1.113 0.613
O 3.024 0.674 -1.635 -1.589 0.013 1.175
C 1.804 1.447 -1.712 -0.862 0.085 -0.749
C 0.446 0.613 -1.456 -0.228 0.730 -0.320
C -0.242 0.862 -0.033 -0.672 -0.516 -0.232
O 0.324 0.281 1.154 0.344 0.285 -1.367
O -0.411 2.271 0.354 -2.224 -0.996 1.463
C -1.468 2.168 1.330 -1.956 1.638 2.747
O -1.816 3.014 2.194 1.979 -3.623 -4.379
O -2.199 0.937 1.224 1.656 1.908 -1.177
C -1.791 0.455 -0.092 -0.104 0.183 -0.624
C -2.199 -1.022 -0.559 0.277 0.072 1.338
C -1.133 -2.163 -0.167 1.598 -2.186 -2.547
O -0.623 -2.838 -1.095 -1.964 2.591 4.422
F -0.749 -2.432 1.192 -1.374 0.982 -3.396
H 4.812 -1.269 0.590 -0.355 0.831 -1.355
H 4.642 -1.611 -1.234 0.054 1.218 1.412
H 5.335 0.013 -0.741 -1.322 -1.153 0.902
H 2.815 0.269 0.503 -0.014 -0.534 -1.654
H 2.394 -1.175 -0.687 0.666 1.788 0.456
H 1.784 2.363 -1.011 0.333 -1.373 -0.903
H 1.741 1.830 -2.803 0.302 -0.558 1.879
H -0.313 0.992 -2.248 1.111 -0.516 1.407
H 0.561 -0.515 -1.682 -0.089 1.848 0.682
H 0.957 0.918 1.569 -0.717 -0.629 -0.713
H -2.364 1.152 -0.813 1.280 -1.091 0.701
H -3.246 -1.280 -0.137 1.791 0.369 -0.617
H -2.245 -1.012 -1.713 0.195 -0.182 2.054
N -0.021 4.579 3.774 -0.362 -0.067 -0.364
C 0.540 4.145 4.929 -0.289 -0.253 0.013
N 1.559 4.920 5.384 0.673 0.234 0.529
O 0.162 3.141 5.513 0.124 0.070 -0.018
H 0.285 5.403 3.290 -0.030 -0.057 0.067
H -0.785 4.036 3.393 0.223 0.211 -0.002
H 2.008 4.639 6.239 -0.082 0.069 -0.161
H 1.875 5.746 4.911 -0.033 -0.070 0.061
N -2.364 -4.139 -3.793 0.325 0.718 -0.177
C -3.150 -5.244 -3.779 -0.268 -0.177 -0.470
N -3.199 -5.879 -2.580 -0.211 -0.484 0.570
O -3.762 -5.634 -4.760 0.067 0.049 0.131
H -1.858 -3.812 -2.989 0.078 -0.021 -0.050
H -2.294 -3.632 -4.659 -0.003 -0.134 0.144
H -3.770 -6.706 -2.518 0.114 0.151 -0.012
H -2.699 -5.564 -1.769 -0.008 -0.055 -0.075
```
Forces are in eV/Å.

Calculated values
SMILES string	CCOCC[C@@]1(O)OC(=O)O[C@@H]1CC(=O)F.NC(N)=O.NC(N)=O
charge	0
molecular weight	356.31	g mol⁻¹
gap between HOMO and LUMO	9.51	eV
energy above the lowest of the compared OMol25 structures with the same formula, charge and spin	0.0000	eV
E_HOMO	-9.69	eV

Here are the Mulliken charges for atoms 1 to 6, given in e: -1.107 0.382 -0.351 -0.513 -0.702 0.801

=====

(3)
Formula: C11H21N2O
Source: OMol25
Level of theory: ωB97M-V/def2-TZVPD

XYZ file:
```
35
Properties=species:S:1:pos:R:3:forces:R:3
C 2.178 -0.637 -1.085 -1.079 -1.480 -0.270
C 3.051 -1.143 0.049 0.183 -0.409 0.926
C 2.835 -0.552 1.491 -2.430 -0.710 0.683
C 2.516 0.840 1.285 0.052 2.108 -1.497
C -0.154 0.679 -1.226 0.147 -1.123 -1.424
C -2.309 -1.388 -0.762 -1.133 -0.524 0.568
C -3.293 0.145 0.978 1.482 1.483 1.153
C -0.974 -0.939 1.316 -0.876 -1.672 -2.157
C 1.637 1.991 -2.559 -1.590 0.091 3.169
C -1.355 0.878 -0.392 1.238 1.328 2.480
C -1.992 -0.366 0.325 1.532 1.167 -1.327
N 0.959 1.550 -1.245 0.053 2.210 -1.308
N 1.185 0.321 -0.652 1.825 0.066 2.860
O 2.155 -1.196 -2.148 0.173 0.989 0.307
H 2.850 -2.233 0.038 0.523 0.506 0.150
H 4.109 -0.940 -0.141 -0.161 -0.383 -0.577
H 2.048 -1.000 2.186 1.204 -0.029 -1.224
H 3.811 -0.572 1.966 0.267 -0.120 0.417
H 1.901 1.647 1.826 0.561 -1.909 -0.705
H 3.370 1.298 0.712 -1.271 0.079 0.060
H -0.432 0.224 -2.186 0.808 -0.412 0.149
H -2.999 -2.020 -0.182 -0.200 -0.336 -0.895
H -1.479 -2.084 -1.024 -0.413 0.960 -0.328
H -2.872 -0.880 -1.609 0.820 -1.042 0.777
H -4.143 -0.325 0.576 -1.119 -0.564 -0.461
H -3.266 -0.004 2.070 -0.123 -0.141 -0.379
H -3.385 1.252 0.851 -0.091 -0.894 0.004
H -0.525 -0.186 1.816 0.919 2.510 2.471
H -0.106 -1.438 0.892 -0.079 -0.230 -0.895
H -1.420 -1.699 1.904 -0.533 -0.412 1.065
H 2.012 1.148 -3.070 0.113 -0.859 -1.118
H 0.713 2.469 -2.947 1.508 0.304 -0.694
H 2.481 2.591 -2.164 -0.755 0.247 -0.926
H -2.075 1.281 -1.071 -0.687 0.435 -0.398
H -1.040 1.723 0.329 -0.869 -1.234 -0.657
```
Forces are in eV/Å.

Calculated values
charge	+1
molecular weight	197.30	g mol⁻¹
gap between HOMO and LUMO (spin up / spin down)	7.12 / 7.14	eV
energy above the lowest of the compared OMol25 structures with the same formula, charge and spin	6.7373	eV
E_HOMO (spin up / spin down)	-12.83 / -12.84	eV

Here are the Mulliken charges for atoms 1 to 6, given in e: 0.238 -0.610 -0.394 -0.198 -0.005 -1.735

=====

(4)
Formula: C11H21N3O4
Source: OMol25
Level of theory: ωB97M-V/def2-TZVPD

XYZ file:
```
39
Properties=species:S:1:pos:R:3:forces:R:3
C 1.181 -1.045 1.051 4.807 0.516 0.293
C 0.358 0.117 0.590 -3.988 1.786 -0.070
C 2.650 -1.315 0.290 0.843 1.188 3.553
C 3.774 -0.158 0.754 0.101 0.668 1.406
C 3.126 -2.900 0.419 -3.943 1.903 5.902
C 3.755 -2.920 1.952 1.011 0.034 -0.009
C -1.918 1.093 0.239 1.826 -1.970 -1.317
C -3.147 0.847 0.959 -4.037 0.409 6.405
C -2.166 1.285 -1.323 -1.178 2.831 4.944
C -2.693 2.732 -1.510 0.046 -2.821 -3.100
C -3.399 2.566 -2.920 3.368 -1.059 -3.930
H 0.816 -2.656 -0.165 -1.761 2.106 3.084
H 0.544 -3.098 1.420 0.070 3.368 -0.787
H 1.468 -0.982 2.146 -0.494 0.568 -1.123
H 2.685 -1.225 -0.746 -1.003 0.829 -1.984
H 3.491 0.909 0.562 -0.589 -1.178 -0.610
H 4.696 -0.307 0.160 -0.284 -0.115 0.492
H 4.106 0.090 1.919 -0.991 -1.567 -2.692
H 3.821 -2.905 -0.291 2.864 -1.035 -3.003
H 2.129 -3.619 0.277 3.450 1.622 0.169
H 4.551 -3.694 2.303 -0.785 1.200 -1.640
H 2.951 -3.358 2.650 0.658 1.897 -0.656
H 4.298 -1.739 2.094 -2.154 -4.135 0.300
H -1.241 -1.214 0.421 -0.436 3.424 -0.075
H -1.327 1.859 0.816 -0.890 -0.256 -1.058
H -1.201 1.183 -1.651 2.030 -0.477 -1.702
H -2.869 0.535 -1.531 -0.470 -0.897 -0.902
H -3.585 2.879 -1.032 -1.923 0.514 2.682
H -1.908 3.420 -1.195 -0.431 0.529 -0.950
H -2.739 4.913 -3.601 -3.348 -4.120 0.212
H -3.590 3.693 -4.735 -0.329 -1.113 0.132
H -4.268 -0.378 2.148 2.694 0.180 -3.106
N 0.467 -2.158 0.833 -2.544 -9.203 -3.134
N -1.088 -0.106 0.361 4.514 -3.518 0.929
N -3.740 3.721 -3.731 3.342 3.324 1.754
O 0.732 1.268 0.546 1.121 0.201 -0.091
O -3.750 1.742 1.588 1.221 -1.510 -2.488
O -3.442 1.405 -3.432 -1.137 4.156 1.375
O -3.528 -0.481 1.365 -1.251 1.720 0.801
```
Forces are in eV/Å.

Calculated values
charge	0
molecular weight	259.31	g mol⁻¹
gap between HOMO and LUMO	8.69	eV
energy above the lowest of the compared OMol25 structures with the same formula, charge and spin	11.2798	eV
E_HOMO	-9.04	eV

Here are the Mulliken charges for atoms 1 to 6, given in e: 0.732 -0.343 -0.273 -1.363 -0.671 -0.816